17
Properties=species:S:1:pos:R:3 method="wB97M-V/def2-TZVPD" charge=+1 smiles="CN(C)C(=[NH2+])CF" gap_ev=11.90 largest_force_ev_per_a=6.01
F -0.884 2.959 -0.045
H -0.949 -2.233 -0.592
C -0.398 0.439 -0.350
H 0.500 -1.062 2.059
C 1.050 -0.633 1.299
H 1.009 2.580 0.102
H -1.898 1.401 -1.226
C 0.086 -1.789 -0.687
C 0.058 2.133 0.373
N -1.289 0.537 -1.306
H 0.658 -2.695 -0.310
H 1.503 0.253 1.633
H -0.075 1.790 1.379
H -1.694 -0.357 -1.669
H 1.895 -1.280 0.964
N 0.175 -0.591 0.125
H 0.251 -1.452 -1.750